Entry 1:
19
Properties=species:S:1:pos:R:3:mulliken_charge:R:1 method="wB97M-V/def2-TZVPD" total_charge=0 gap_ev=10.401 homo_energy_ev=-9.96 lumo_ev=0.44
H -0.728 3.208 -1.168 0.42
C 0.140 2.542 -1.117 -1.01
C 0.288 0.199 -0.674 0.62
O -0.642 -0.874 1.233 -0.64
H -3.388 1.708 0.975 0.28
C 0.125 -1.064 0.292 0.44
H 0.282 2.095 -2.172 0.34
O 0.953 0.077 -1.707 -0.67
H 0.434 -4.042 0.385 0.28
P -1.424 1.847 0.768 0.72
N 0.957 -2.099 0.008 -0.16
N -2.757 1.284 0.262 -0.57
H 1.478 -1.941 -0.932 0.29
N -0.206 1.387 -0.254 0.13
C 1.213 -3.329 0.747 -0.78
H 2.286 -3.623 0.491 0.28
H 1.069 -3.202 1.806 0.30
H 0.937 3.060 -0.757 0.31
O -1.016 2.770 1.813 -0.58



Entry 2:
16
Properties=species:S:1:pos:R:3:mulliken_charge:R:1 method="wB97M-V/def2-TZVPD" total_charge=+1 gap_ev=7.819 homo_energy_ev=-12.68 lumo_ev=-4.86
N 0.880 1.320 -0.292 -0.06
H -3.253 -0.801 1.289 0.30
S -1.507 0.725 0.739 -0.05
C -0.013 0.219 -0.353 -0.10
C 2.037 1.236 0.301 -0.12
H 2.036 -1.987 0.939 0.44
H -2.495 -1.056 -0.238 0.32
N 0.485 -1.025 0.150 -0.36
C 1.700 -1.103 0.540 -0.12
H 0.483 2.139 -0.642 0.23
H -3.684 0.131 -0.329 0.31
C -2.831 -0.306 0.325 -0.79
H 3.501 -0.177 0.959 0.27
N 2.552 0.014 0.624 -0.10
H 2.583 2.087 0.335 0.47
H -0.304 0.147 -1.923 0.34



Entry 3:
16
Properties=species:S:1:pos:R:3:mulliken_charge:R:1 method="wB97M-V/def2-TZVPD" total_charge=+1 gap_ev="8.595 / 8.594" homo_energy_ev="-12.92 / -12.92" lumo_ev="-4.32 / -4.32"
C -1.029 0.385 -0.709 0.49
H -1.730 0.392 -2.668 0.39
C -0.845 0.341 -2.147 -1.04
N -1.698 1.073 0.189 -0.08
H 2.236 -0.290 1.694 0.30
H -2.615 1.596 0.145 0.32
S 1.144 -1.711 0.110 0.04
H -0.132 1.178 -2.357 0.29
C 2.646 -1.022 0.973 -0.68
H 3.033 -2.049 1.248 0.31
H -0.320 -0.529 -2.322 0.33
N -0.022 -0.521 0.405 0.30
C -1.406 0.761 1.445 -0.11
H -1.970 1.067 2.359 0.40
N -0.412 -0.055 1.553 -0.54
H 3.121 -0.616 0.081 0.27



Entry 4:
16
Properties=species:S:1:pos:R:3:mulliken_charge:R:1 method="wB97M-V/def2-TZVPD" total_charge=0 gap_ev=9.608 homo_energy_ev=-9.36 lumo_ev=0.24
C -1.543 -0.317 0.389 -0.66
C -0.877 0.170 -0.715 0.13
N -0.125 2.170 -1.400 -0.62
N 0.908 -1.196 0.574 -0.35
H 2.234 -2.805 0.854 0.26
H -2.578 -0.519 0.076 0.28
H 1.075 2.293 0.889 0.34
C -0.096 1.365 -0.443 0.12
H 1.171 0.594 0.727 0.45
H 0.449 -3.207 -0.370 0.27
N -0.343 -1.145 -0.155 -0.24
H -1.167 0.207 -1.782 0.39
C 1.314 -2.426 0.161 -0.28
H -1.315 0.365 1.341 0.35
N 0.374 1.511 0.989 -0.66
H 0.520 2.940 -1.136 0.23



Entry 5:
16
Properties=species:S:1:pos:R:3:mulliken_charge:R:1 method="wB97M-V/def2-TZVPD" total_charge=0 gap_ev=8.652 homo_energy_ev=-8.52 lumo_ev=0.13
H -0.226 1.992 -0.457 0.39
H -1.719 -0.630 1.765 0.21
C -2.365 0.061 0.894 -0.41
N -0.317 0.015 -0.210 -0.34
H -1.453 -1.490 -0.511 0.24
H 3.742 -1.595 0.366 0.23
C 2.337 -0.391 -0.384 -0.05
H 2.433 1.935 0.161 0.40
N 3.648 -0.380 0.457 -0.49
C 0.445 1.036 -0.338 -0.17
C -2.356 -0.751 -0.508 -0.36
N -1.634 0.492 -0.228 -0.17
H -3.031 -0.554 -1.495 0.24
N 1.766 0.927 -0.171 -0.21
H -3.072 0.825 1.354 0.24
H 1.802 -1.491 -0.696 0.26



Entry 6:
16
Properties=species:S:1:pos:R:3:mulliken_charge:R:1 method="wB97M-V/def2-TZVPD" total_charge=0 gap_ev=8.668 homo_energy_ev=-7.66 lumo_ev=1.01
H -0.682 -2.551 -0.336 0.29
C -0.225 -1.782 0.271 -0.21
N 1.187 -0.378 1.085 -0.39
N -0.253 -0.609 -0.550 0.06
H -1.363 -1.235 -2.277 0.26
C 0.360 0.353 0.216 0.31
H 0.677 -2.634 2.062 0.29
H -1.082 0.723 -1.724 0.51
N 0.439 1.531 0.239 -0.34
C -1.418 -0.271 -1.539 -0.86
H -2.491 -0.258 -1.180 0.22
H 0.649 3.100 -0.822 0.30
H 1.567 0.157 2.082 0.32
N -0.182 2.376 -0.690 -0.60
C 0.513 -1.749 1.337 -0.40
H -0.990 2.947 -0.107 0.25



Entry 7:
16
Properties=species:S:1:pos:R:3:mulliken_charge:R:1 method="wB97M-V/def2-TZVPD" total_charge=0 gap_ev=7.964 homo_energy_ev=-7.92 lumo_ev=0.04
C -0.619 3.299 0.081 -0.54
C 0.292 -1.166 1.093 0.12
C 0.298 -2.983 -1.965 -0.30
N 0.476 -2.759 -0.717 -0.61
H 0.598 -2.101 1.465 0.45
H 0.434 -2.238 -2.761 0.23
N 0.143 -1.460 -0.155 0.02
H 0.993 -3.715 -2.597 0.22
H -0.467 2.625 -0.801 0.26
H -1.650 3.630 0.310 0.23
N -0.461 0.984 0.915 0.01
H 0.198 4.232 0.071 0.20
C 0.204 0.074 1.773 -0.50
H 0.205 0.124 2.881 0.29
H -0.412 -0.775 -0.827 0.38
N -0.230 2.228 1.234 -0.45



Entry 8:
14
Properties=species:S:1:pos:R:3:mulliken_charge:R:1 method="wB97M-V/def2-TZVPD" total_charge=+1 gap_ev="9.124 / 6.757" homo_energy_ev="-15.05 / -14.56" lumo_ev="-5.93 / -7.81"
H -1.144 -2.500 0.345 0.32
H 0.710 -1.062 -1.241 0.41
H -0.902 -1.313 1.469 0.26
H 3.007 0.330 0.016 0.41
H -2.927 0.467 0.491 0.32
H 2.098 0.925 -1.155 0.34
C 2.134 0.803 -0.097 -0.83
C 0.234 -0.745 -0.264 0.32
N -1.186 -0.540 -0.483 -0.16
H -2.338 2.169 -0.340 0.33
C -0.847 -1.523 0.454 -0.54
O 0.970 0.141 0.443 -0.33
C -2.196 1.106 0.023 -0.20
H 2.387 1.742 0.339 0.32